30
Properties=species:S:1:pos:R:3 method="wB97M-V/def2-TZVPD" homo_lumo_gap_ev=11.1919 smiles=O.O.O.O.O.O.O.O.O.O lumo_ev=0.0510 charge=0 energy_ha=-764.339366
O -1.11222 2.47648 0.92050
H -0.31091 2.87978 0.58346
H -1.39950 2.85725 1.74236
O -2.86275 0.43599 2.68434
H -2.50572 1.31566 2.58817
H -2.31138 -0.20672 2.23744
O 3.48089 1.00477 -0.33782
H 2.76839 0.42334 -0.59853
H 2.98375 1.82115 -0.24253
O 1.40256 0.50620 3.73860
H 0.85134 0.75790 4.48055
H 1.15150 -0.38398 3.48379
O -0.03819 -0.04799 -4.02779
H -0.03654 0.90597 -4.08417
H 0.57889 -0.57052 -4.53855
O -0.22518 1.81637 -2.03028
H 0.20565 1.11986 -1.50197
H 0.28550 2.62706 -2.04029
O 0.14666 -2.82281 -2.89467
H -0.70285 -2.85086 -3.35352
H 0.11328 -1.90362 -2.59864
O 0.78314 0.49104 0.17125
H -0.07871 0.77608 0.45417
H 0.87063 -0.28526 -0.37203
O -3.53186 -1.42203 0.47030
H -3.48914 -0.61632 -0.02762
H -3.52313 -2.24591 -0.01316
O 1.90666 -2.50114 1.45034
H 2.83949 -2.47054 1.67074
H 1.60333 -3.38313 1.66565